Here is a structure of composition B3H12Sn from OMol25. Energies are from wB97M-V/def2-TZVPD.

Properties
Net charge = -1
Relative energy (zero: lowest compared OMol25 entry of this formula, charge and spin) = 233.08 kcal/mol
Kohn-Sham gap = 3.38 eV
LUMO = -2.602 eV
Strongest force on any atom = 5.16 eV/Å

CARTESIAN COORDINATES (ANGSTROEM)
Sn1 -1.3454 -0.1667 -2.0353
B1 -3.6863 1.1910 1.6775
H1 -2.8145 1.7695 1.4139
H2 -4.2261 1.8764 2.3123
H3 -4.1762 0.9868 0.7380
H4 -3.3693 0.3561 2.2830
B2 1.1411 -0.7795 1.9390
H5 1.4708 -0.8543 2.9637
H6 1.3128 0.2236 1.5806
H7 1.7201 -1.4941 1.3746
H8 0.0891 -1.0089 1.8696
B3 2.8097 -0.4227 -3.2453
H9 2.5219 0.5885 -3.0029
H10 3.8446 -0.4765 -3.5458
H11 2.5976 -0.9857 -2.3496
H12 2.1101 -0.8036 -3.9732